# C27H45Cl4LuO2P

A molecular structure, C27H45Cl4LuO2P (wB97M-V/def2-TZVPD, the Open Molecules 2025 dataset).

Results
ΔE to the lowest compared entry with this formula, charge and spin ... 76.0 kcal/mol
Maximum force ... 3.6 eV Å⁻¹
E ... -125821.60966 eV
Total charge ... -1

Atoms and positions in Å:
Lu1 3.0075 2.0849 1.7600
P1 -0.2935 0.2471 -0.3303
Cl1 2.2727 4.1430 0.7885
C1 -1.1396 -0.6528 1.0549
H1 -0.5537 -0.3980 1.9623
H2 -2.1118 -0.1410 1.1814
C2 1.5396 0.5806 -0.1442
C3 -1.0717 1.9264 -0.3775
C4 2.2152 0.7473 -1.5237
H3 1.5160 1.6171 0.3454
C5 3.6900 1.1207 -1.3833
H4 2.1248 -0.1860 -2.0971
H5 1.6987 1.5193 -2.1167
C6 4.4950 0.1137 -0.5474
H6 4.1127 1.1477 -2.3980
H7 3.7845 2.1493 -0.9893
C7 3.8303 -0.3291 0.7711
H8 4.6869 -0.7709 -1.1733
H9 5.4892 0.5324 -0.3352
C8 2.2811 -0.4394 0.7426
H10 4.1897 -1.3354 1.0202
H11 4.2411 0.2612 1.6490
H12 2.0140 -1.4470 0.3948
H13 1.8888 -0.4032 1.7791
C9 -0.7276 -0.7013 -1.8489
C10 -2.5833 1.8902 -0.6724
H14 -0.9080 2.2677 0.6629
C11 -3.2145 3.2829 -0.5452
H15 -2.7431 1.5181 -1.6966
H16 -3.1006 1.1922 -0.0027
C12 -2.5109 4.3323 -1.4143
H17 -4.2762 3.2184 -0.8079
H18 -3.1606 3.5957 0.5063
C13 -0.9933 4.3332 -1.2165
H19 -2.7414 4.1387 -2.4708
H20 -2.9108 5.3261 -1.1849
C14 -0.3693 2.9353 -1.3055
H21 -0.5189 4.9856 -1.9596
H22 -0.7560 4.7554 -0.2308
H23 -0.4178 2.5842 -2.3474
H24 0.6917 3.0404 -1.0490
C15 0.1259 -1.9645 -2.0459
H25 -1.7615 -1.0264 -1.6276
C16 -0.5327 -2.8800 -3.0840
H26 1.1315 -1.6845 -2.3909
H27 0.2547 -2.5112 -1.1040
C17 -0.7839 -2.1665 -4.4204
H28 0.0980 -3.7641 -3.2329
H29 -1.4918 -3.2345 -2.6797
C18 -1.4426 -0.7897 -4.2553
H30 0.1712 -2.0515 -4.9508
H31 -1.4166 -2.8001 -5.0514
C19 -0.7839 0.0774 -3.1726
H32 -1.4348 -0.2527 -5.2109
H33 -2.4965 -0.9383 -3.9807
H34 0.2356 0.3529 -3.4849
H35 -1.3518 1.0109 -3.0706
C20 -0.0236 -2.9082 1.4263
C21 -1.3133 -2.1174 0.9708
H36 0.7646 -3.0463 0.6783
C22 -2.5433 -2.5633 1.7888
H37 -1.4873 -2.4368 -0.0688
C23 -2.2474 -2.7049 3.2789
H38 -3.3730 -1.8554 1.6460
H39 -2.8785 -3.5289 1.3911
C24 -1.1481 -3.7268 3.5656
H40 -1.9641 -1.7332 3.6982
H41 -3.1626 -3.0234 3.7935
C25 0.1477 -3.4922 2.7362
H42 -0.9045 -3.7340 4.6358
H43 -1.5208 -4.7245 3.3013
H44 0.8288 -2.8689 3.3484
H45 0.6750 -4.4550 2.5893
Cl2 -0.2707 2.3309 5.3843
C26 0.9751 1.1020 5.1669
Cl3 2.0298 0.9905 6.5662
Cl4 0.2388 -0.4767 4.7888
C27 1.7826 1.5044 3.9195
O1 1.1571 1.5703 2.7825
O2 3.0501 1.7380 3.9254